14
Properties=species:S:1:pos:R:3:forces:R:3:lowdin_charge:R:1 method="wB97M-V/def2-TZVPD" multiplicity=1 total_charge=0 relative_energy_kj_mol=471.9 energy_ev=-4305.47052
C 0.179 -0.821 1.728 1.10 0.62 -1.31 -0.067
C 0.584 -0.297 0.523 -1.77 -2.78 2.30 -0.436
C 1.118 1.027 0.302 2.62 -2.54 2.35 -0.035
C -1.471 0.064 -1.592 -0.02 -0.80 -0.98 -0.065
H -0.090 -1.874 1.822 -0.04 0.41 -0.11 0.042
H 0.482 -0.300 2.643 -0.68 -0.01 -0.16 0.051
H 0.575 -1.019 -0.299 -0.08 0.58 0.03 0.080
H -0.626 -0.583 -1.949 -0.97 0.46 0.38 0.032
H 1.065 1.303 -0.733 0.78 0.67 -0.14 0.036
H 2.541 0.061 0.884 -1.88 2.97 -1.80 0.236
H 0.925 1.709 1.142 0.33 0.01 -0.80 0.066
H -2.252 0.067 -2.380 0.67 0.53 0.19 0.027
H -1.044 1.044 -1.349 -0.56 -0.16 -0.18 0.011
H -1.985 -0.381 -0.741 0.49 0.04 0.21 0.023


35
Properties=species:S:1:pos:R:3:forces:R:3:lowdin_charge:R:1 method="wB97M-V/def2-TZVPD" multiplicity=1 total_charge=0 smiles=COc1ccc(-c2ccncc2-c2cc(F)c(O)c(F)c2)cn1 relative_energy_kj_mol=127.7 energy_ev=-30331.45154
C 0.198 5.255 -1.322 1.82 1.10 -0.10 -0.096
O -0.834 4.478 -0.757 -0.55 -0.91 0.18 -0.088
C -0.516 3.151 -0.756 1.30 -3.13 -0.27 -0.329
C -0.821 2.361 -1.872 -1.60 2.20 -2.02 0.000
C -0.385 1.083 -2.100 -1.47 0.76 -1.33 -0.026
C 0.275 0.490 -1.093 1.46 -1.78 0.21 -0.207
C 0.874 -0.849 -1.164 -1.57 -0.19 0.00 -0.130
C 1.227 -1.277 -2.415 1.38 -0.09 -1.69 -0.029
C 1.908 -2.469 -2.546 -0.56 -1.88 0.96 -0.121
N 2.058 -3.377 -1.525 -0.42 1.98 -0.29 0.064
C 1.532 -3.003 -0.323 0.00 -0.92 -2.28 -0.068
C 0.880 -1.776 -0.117 1.56 -0.74 0.68 -0.125
C 0.170 -1.662 1.180 0.59 1.41 0.42 -0.206
C -1.189 -1.503 1.022 -1.39 -0.90 2.27 0.060
C -2.072 -1.691 2.139 2.47 0.53 -3.83 -0.180
F -3.370 -1.686 1.778 -0.12 -0.03 1.36 0.088
C -1.535 -1.920 3.372 -2.28 0.41 1.53 -0.175
O -2.413 -2.068 4.445 0.99 -0.11 -0.10 0.074
C -0.151 -1.884 3.536 2.13 0.49 -0.38 -0.176
F 0.377 -2.017 4.781 -0.70 0.00 -0.51 0.074
C 0.776 -1.681 2.480 -1.55 -1.70 -0.27 0.080
C 0.587 1.242 -0.020 -1.28 1.73 1.33 -0.081
N 0.197 2.495 0.203 -0.40 2.29 -0.38 0.174
H 0.689 4.837 -2.261 -1.06 0.31 0.96 0.111
H -0.107 6.328 -1.482 -0.20 -1.36 0.06 0.104
H 0.979 5.282 -0.551 0.23 0.18 -0.33 0.086
H -1.428 2.808 -2.698 0.57 -0.11 0.84 0.134
H -0.639 0.630 -3.064 0.11 -0.07 0.55 0.129
H 1.086 -0.674 -3.351 0.19 -0.42 1.25 0.131
H 2.174 -2.817 -3.541 0.33 0.00 0.23 0.102
H 1.474 -3.883 0.331 0.09 0.92 0.41 0.127
H -1.653 -1.402 0.060 0.00 0.00 -0.35 0.133
H -3.284 -1.717 4.211 0.30 -0.13 -0.14 0.112
H 1.875 -1.835 2.646 -1.32 0.41 -0.16 0.146
H 1.061 0.752 0.775 0.94 -0.27 1.17 0.107


92
Properties=species:S:1:pos:R:3:forces:R:3:lowdin_charge:R:1 method="wB97M-V/def2-TZVPD" multiplicity=1 total_charge=0 energy_ev=-430692.36528
N -3.723 2.269 -1.346 -0.56 1.06 0.26 0.231
C -3.268 1.498 -2.056 0.23 -1.25 -0.42 -0.341
O -2.701 0.453 -2.629 1.13 0.44 0.34 0.117
C -1.707 0.072 -1.723 -0.50 -0.41 1.20 -0.126
C -1.885 -0.705 -0.645 0.25 1.49 -0.90 -0.149
S -3.382 -1.618 -0.292 -0.59 -4.20 0.36 0.713
O -3.003 -2.927 0.206 -1.39 2.35 3.22 -0.551
O -4.140 -1.839 -1.486 -0.65 2.45 -0.36 -0.280
C -4.463 -0.925 1.070 0.67 0.76 -0.26 -0.706
F -5.337 -1.862 1.386 1.24 0.04 -0.37 0.059
F -3.727 -0.621 2.136 -0.67 0.42 -0.65 0.023
F -5.038 0.154 0.548 -0.07 -0.12 0.56 0.097
C -0.639 -0.469 0.167 -1.27 2.01 2.74 -0.382
O -0.635 -0.447 1.352 0.43 -1.08 -0.02 0.125
O 0.309 0.325 -0.502 -0.95 -1.39 -1.09 0.121
C -0.197 0.275 -1.776 -0.61 -0.80 -2.14 -0.430
O 0.380 -0.033 -2.764 0.80 0.96 0.00 0.205
C 0.843 3.893 -3.273 0.22 -0.10 -0.15 -1.015
Cl 0.688 5.564 -3.809 -0.10 -0.05 -0.02 0.517
Cl -0.682 3.260 -2.626 -0.12 0.09 0.07 0.603
H 1.143 3.284 -4.118 -0.10 0.00 -0.03 0.037
H 1.592 3.843 -2.494 -0.05 0.03 0.06 -0.046
C -0.764 -3.424 3.464 -0.15 -0.05 0.15 -0.957
Cl -2.205 -2.459 3.137 0.38 -0.45 0.57 0.636
Cl 0.340 -3.446 2.077 0.10 -0.09 0.04 0.546
H -0.246 -2.996 4.314 0.07 0.09 -0.09 -0.026
H -1.061 -4.443 3.681 -0.03 -0.01 -0.12 0.030
C 0.402 2.394 2.081 0.05 0.02 0.05 -1.041
Cl -0.849 3.301 1.212 0.03 -0.15 -0.05 0.512
Cl 1.770 3.429 2.519 0.03 -0.03 0.01 0.511
H -0.030 1.984 2.987 -0.02 0.05 0.01 -0.026
H 0.760 1.596 1.446 0.07 0.11 -0.02 -0.014
C 4.700 5.920 -2.836 0.02 0.05 -0.01 -1.038
Cl 4.505 5.151 -4.418 0.03 0.11 -0.07 0.493
Cl 3.465 5.390 -1.693 0.13 0.17 0.25 0.535
H 5.672 5.652 -2.440 -0.14 -0.12 -0.02 -0.088
H 4.626 6.995 -2.960 -0.11 -0.02 -0.04 0.032
C 5.296 1.591 -1.190 0.07 0.04 0.06 -0.991
Cl 3.542 1.352 -1.195 -0.01 -0.06 0.04 0.532
Cl 5.792 2.839 -2.335 0.05 -0.01 0.19 0.505
H 5.604 1.887 -0.195 -0.08 0.07 0.00 0.031
H 5.774 0.657 -1.467 -0.07 0.00 -0.09 0.013
C -6.038 -0.572 4.629 0.11 -0.03 -0.03 -1.037
Cl -7.094 -0.766 6.035 0.00 -0.07 0.00 0.517
Cl -6.207 1.025 3.899 0.08 0.08 0.10 0.502
H -5.008 -0.703 4.944 -0.01 0.07 0.06 0.019
H -6.301 -1.320 3.890 -0.10 0.04 0.00 -0.006
C 3.250 -1.947 4.022 -0.12 0.13 -0.03 -1.066
Cl 2.103 -2.054 5.368 0.03 -0.04 0.03 0.535
Cl 3.005 -0.472 3.078 0.04 -0.02 -0.06 0.511
H 4.256 -1.944 4.419 -0.23 0.21 0.10 -0.073
H 3.107 -2.804 3.374 -0.12 0.03 0.00 -0.003
C 8.020 1.338 -5.684 -0.02 -0.06 -0.05 -1.006
Cl 7.205 0.585 -4.310 0.09 -0.24 -0.17 0.503
Cl 8.749 2.890 -5.244 0.01 0.03 -0.06 0.513
H 8.800 0.673 -6.034 0.05 0.03 0.09 0.025
H 7.292 1.508 -6.468 -0.05 0.08 0.07 0.028
C -0.469 -4.197 -2.351 0.03 0.63 -0.35 -0.893
Cl -0.999 -4.601 -3.993 0.09 0.04 0.05 0.502
Cl -1.709 -3.264 -1.444 3.84 -2.99 -2.87 0.742
H -0.284 -5.113 -1.803 -0.19 -0.02 0.02 0.032
H 0.446 -3.614 -2.425 -0.06 0.01 -0.03 0.025
C -7.204 -2.296 -2.804 0.13 0.03 0.02 -1.025
Cl -7.517 -3.089 -4.352 0.04 0.02 -0.02 0.508
Cl -8.461 -2.670 -1.614 -0.01 -0.02 0.01 0.501
H -6.250 -2.639 -2.422 -0.03 -0.09 0.01 -0.013
H -7.181 -1.223 -2.959 -0.10 -0.01 -0.02 0.030
C -9.174 -1.115 1.936 -0.09 0.02 -0.07 -0.978
Cl -7.556 -0.704 1.353 -1.35 0.20 0.02 0.620
Cl -9.917 0.225 2.817 -0.04 -0.04 0.01 0.517
H -9.797 -1.361 1.083 0.03 0.08 -0.04 0.014
H -9.097 -1.968 2.600 0.06 0.06 0.05 0.032
C 9.822 5.534 -2.648 0.08 -0.07 -0.07 -1.021
Cl 8.155 6.061 -2.380 0.10 0.03 -0.06 0.543
Cl 10.764 5.564 -1.154 0.04 -0.02 -0.03 0.514
H 9.808 4.521 -3.032 -0.07 -0.03 0.09 -0.012
H 10.285 6.201 -3.365 -0.03 0.08 0.06 0.028
C 7.147 -2.235 3.211 0.08 0.04 -0.07 -0.989
Cl 6.068 -3.452 3.909 0.39 -0.33 -0.10 0.561
Cl 7.003 -0.685 4.046 0.01 0.01 -0.04 0.524
H 8.168 -2.586 3.297 -0.02 -0.01 0.11 0.025
H 6.885 -2.096 2.169 -0.10 0.02 0.03 0.027
C -4.496 -6.837 -2.263 -0.21 0.03 0.10 -1.002
Cl -3.271 -7.386 -3.411 0.00 -0.06 -0.01 0.500
Cl -4.148 -5.219 -1.635 -0.22 -0.33 -0.06 0.558
H -5.457 -6.816 -2.764 0.04 0.05 -0.07 0.025
H -4.524 -7.531 -1.431 0.08 0.02 0.01 0.024
C -1.994 2.599 5.328 -0.03 0.09 0.03 -0.996
Cl -2.613 1.731 3.920 -0.08 -0.03 0.04 0.529
Cl -0.665 1.723 6.099 0.03 0.03 0.01 0.514
H -1.632 3.569 5.006 0.07 -0.05 -0.06 0.030
H -2.798 2.719 6.044 0.00 -0.10 0.00 0.027